Entry 1:
Entry from the OMol25 dataset: a 2-piece molecular cluster, C13H29IN5O4P2 overall in a non-equilibrium geometry (the ωB97M-V functional and the def2-TZVPD basis).

Structure (XYZ):
```
54
Properties=species:S:1:pos:R:3:forces:R:3:lowdin_charge:R:1
C 4.216117 2.505679 0.447954 -0.245 0.363 -0.472 -0.1277
C -4.688714 -2.726469 1.878383 -0.193 1.130 -0.459 0.0835
N 4.696818 1.418924 -0.451974 -1.247 -0.007 2.667 -0.2691
C 5.981005 0.964427 0.117485 0.319 -0.187 -0.111 -0.1224
N 2.719606 0.982294 -2.069169 -0.529 0.516 0.229 -0.2970
H 5.755779 -1.941427 -2.555485 -0.103 -0.094 0.105 0.0821
P -7.702352 0.547768 1.255783 -0.222 2.493 -0.318 0.4237
C 1.544898 1.800170 -1.761676 -0.296 -0.034 0.136 -0.1482
H 3.279146 2.929092 0.081058 0.012 -0.083 -0.038 0.0592
H -7.663843 0.965377 3.322883 -0.229 0.187 0.210 0.1167
O -8.347178 0.803574 2.656194 -0.131 -1.242 -0.162 -0.0357
H -8.587025 0.418366 -0.584269 -0.326 -0.044 -0.124 0.1215
C -2.885940 -1.330788 0.798465 -0.050 1.870 -0.326 -0.6619
I -2.858899 -1.413037 -1.356988 0.037 -0.424 0.136 0.9457
H 6.548791 0.374949 -0.593777 -0.190 -0.127 -0.046 0.0712
P 3.422893 0.243634 -0.683850 1.456 -2.904 -5.603 0.6921
O 2.280393 -0.678509 -0.337277 -0.042 2.031 3.010 -0.3160
H 5.258589 -2.882030 -0.581984 0.062 0.106 -0.111 0.0812
H 6.594045 1.838301 0.347536 -0.224 0.129 0.032 0.0834
H 0.898064 1.895605 -2.636666 0.107 -0.057 -0.095 0.0808
O -8.806979 0.034892 0.281455 0.120 -0.687 0.608 -0.0372
H -0.931927 0.798893 2.576844 0.073 -0.087 0.120 0.0787
H -5.048201 0.360981 0.663874 -0.261 0.088 -0.031 0.1377
H 0.927503 1.378196 -0.968207 0.225 -0.199 0.036 0.0503
H 4.108296 0.912167 -3.671911 0.057 -0.022 0.173 0.0504
H -6.358869 -3.685588 2.800826 -0.246 0.032 -0.007 0.1353
C 5.031189 -1.126868 -2.496113 0.366 0.396 -0.061 -0.1406
H -2.660746 0.832855 0.409130 0.086 0.014 -0.098 0.0792
H 4.215978 -1.341278 -3.199054 0.046 0.005 -0.041 0.0875
C -5.285415 -0.594068 1.116701 0.643 0.931 -0.683 -0.0024
H -0.555816 -0.791665 1.885432 0.096 -0.025 -0.015 0.0789
C 4.333189 -2.301891 -0.552119 -0.198 -0.027 0.125 -0.1459
H -3.072007 0.392776 2.046390 -0.018 0.093 0.015 0.1025
N -6.535067 -0.765915 1.505184 0.305 -0.852 0.242 -0.0891
H -2.179779 -2.035257 1.219541 -0.162 -0.369 -0.174 0.0885
C -2.441908 0.116596 1.194324 0.040 -0.674 0.994 -0.3108
C 3.402917 1.587282 -3.198972 0.582 0.206 0.036 -0.1284
H -0.381967 0.699759 0.932242 0.298 -0.291 -0.030 0.0582
H 4.044833 2.144229 1.465601 0.117 0.046 0.054 0.0834
H 3.558306 -2.860538 -1.090388 -0.020 -0.027 0.062 0.0816
C -6.032874 -2.791556 2.285566 0.171 -1.190 0.431 -0.0561
N -6.952704 -1.885879 2.111144 -0.132 0.519 -0.139 0.1291
H 2.670798 1.829465 -3.971823 -0.137 -0.019 0.135 0.0833
O -6.989430 1.707323 0.734950 0.803 -0.533 -0.161 -0.2119
H -3.999410 -3.541298 2.039552 -0.080 -0.130 0.108 0.1421
H 4.941306 3.316889 0.483973 0.054 -0.042 -0.047 0.0830
H 4.036162 -2.228410 0.491348 -0.077 0.009 -0.035 0.0685
H 5.579477 -0.242031 -2.826888 -0.155 0.074 -0.023 0.0699
C -4.283019 -1.557905 1.254892 -0.201 -1.479 0.370 -0.2651
H 5.854236 0.384218 1.033372 0.066 0.007 0.037 0.0880
H 3.930963 2.515929 -2.944218 0.001 -0.007 0.022 0.0841
N 4.567688 -0.981415 -1.128176 -0.016 -0.078 -0.041 -0.3387
H 1.831511 2.817114 -1.457339 -0.083 0.045 -0.104 0.0694
C -0.980426 0.186099 1.680240 -0.333 0.653 -0.538 -0.0665
```
Forces are in eV/Å.

The calculation puts the molecular weight at 508.3 g/mol. The total energy is -2067.675807 Ha. The net charge is +1.

Entry 2:
Entry from the OMol25 dataset: C13H29N3O10P2 as an isolated structure in a non-equilibrium geometry (the ωB97M-V functional and the def2-TZVPD basis).

Structure (XYZ):
```
57
Properties=species:S:1:pos:R:3:forces:R:3:lowdin_charge:R:1
C 0.083678 4.205247 2.481519 0.139 -0.207 -0.248 0.0258
N 1.847790 0.011788 5.599438 1.447 0.791 0.998 0.1701
H 0.164884 -3.676004 -0.772357 -0.036 0.023 0.058 0.1239
H -3.792861 -5.261985 -1.964458 -0.051 0.021 0.102 0.0715
P 2.138718 -0.993901 -2.365558 -0.355 -3.204 4.953 0.4117
H -1.933099 -3.607564 -2.186909 -0.039 0.071 0.007 0.1181
O 1.468309 1.694117 -3.099592 2.588 0.395 0.354 -0.0787
P 0.867950 0.485503 -3.877232 -6.488 2.686 -1.673 0.2272
H 2.647045 0.611821 5.528455 0.109 0.005 0.326 0.1057
H -4.547809 -4.282887 -0.686444 0.042 -0.107 -0.065 0.0734
H -0.769575 4.033255 1.831258 -0.222 -0.173 0.069 0.0772
N -0.474245 2.785809 -0.756484 0.734 0.629 -0.628 0.0219
O 0.137650 -0.980822 4.691815 -0.596 -0.269 -0.537 0.0457
C 0.569575 1.512569 1.068678 0.591 -0.008 0.485 -0.1996
H -4.140937 -5.983034 -0.380115 -0.086 0.098 -0.125 0.0683
H -1.717324 -5.467636 -0.553646 0.003 0.076 0.085 0.1089
C -1.968222 -3.394561 -1.112826 0.390 -0.130 0.434 -0.2279
H 3.721586 -1.081862 -2.070410 5.564 -1.088 1.042 -0.2064
H -2.708377 -2.602208 -0.954711 0.039 -0.031 -0.091 0.1231
C 0.230829 0.792030 2.391345 -0.170 -0.008 -0.005 -0.1248
H 2.071681 1.272005 3.416589 0.216 0.045 -0.117 0.1052
C -0.668451 1.909972 0.238849 -1.102 -0.094 1.068 -0.4745
H -0.026219 3.635815 3.400873 -0.177 -0.105 0.048 0.0811
C -1.534979 3.279652 -1.632509 -0.151 -0.505 0.357 -0.0532
H -1.898532 2.465365 -2.263626 -0.016 0.084 -0.016 0.0771
O 3.323999 -0.170755 -2.094902 -1.262 19.494 1.172 -0.0847
C 1.095024 -0.243254 4.552230 -1.436 -0.713 -1.447 -0.5782
C -2.429989 -4.654301 -0.382614 -0.322 0.183 -0.300 -0.2707
H 0.752484 2.328078 -3.250684 -0.076 0.384 0.459 0.0950
H -0.293413 -2.004006 -2.557471 0.160 0.241 0.117 0.1138
H -2.370452 3.643301 -1.030212 0.068 -0.001 -0.074 0.0887
C -0.246251 -1.683550 -1.511386 -1.687 -0.700 0.305 -0.2442
O 2.294330 4.617247 1.749427 0.347 0.208 0.021 0.0352
H 1.564487 -0.437285 6.452569 0.258 0.104 0.165 0.1200
H -1.166590 4.092591 -2.258999 0.119 -0.061 0.146 0.0861
C -3.814822 -5.070268 -0.887297 0.173 -0.173 0.269 -0.1199
H 1.082536 0.771000 0.460309 0.205 -0.019 -0.209 0.1348
H 0.128289 5.264802 2.729742 0.145 -0.140 -0.086 0.0882
H -0.624351 -2.607586 0.408321 0.031 -0.058 -0.083 0.1216
H -1.028351 -0.929737 -1.362922 0.358 0.007 -0.164 0.1228
H -2.475997 -4.463567 0.694508 0.090 -0.049 -0.067 0.1114
O 0.976321 0.877768 -5.394487 0.760 -0.539 -0.079 -0.0374
H 0.463449 3.133694 -0.887195 -0.093 -0.012 0.076 0.1276
C -0.590297 -2.893489 -0.648250 0.068 0.245 -0.247 -0.1650
O 1.015909 -1.086415 -1.179632 1.877 0.643 -2.679 -0.1364
N 1.542372 2.608268 1.244964 -0.504 -1.752 -0.913 0.0978
O -1.783310 1.484723 0.522694 0.548 -0.103 -0.257 0.0653
O -0.514416 0.455958 -3.397373 -0.425 -0.718 -0.566 -0.2126
C 1.377842 3.813979 1.794097 -0.043 1.683 0.634 -0.5519
O 1.523958 -0.922903 -3.799581 0.952 -0.150 0.013 -0.1021
C 1.466140 0.389335 3.214453 -0.232 0.444 -0.026 -0.0936
H 1.921381 0.823237 -5.570401 0.393 0.287 -1.012 0.0971
H -0.333278 -0.111496 2.154620 -0.132 0.172 0.076 0.1200
H -0.408141 1.429644 3.001319 -0.157 -0.080 -0.017 0.1153
H 2.462382 2.462241 0.857353 0.008 0.098 0.012 0.1544
O 3.251171 -1.959877 -2.242259 -2.717 -17.830 -2.155 -0.0982
H 2.068520 -0.319859 2.647119 0.153 -0.094 0.037 0.1289
```
Forces are in eV/Å.

The calculation puts the molecular weight at 449.3 g/mol. The total energy is -2112.195579 Ha.